Here is 5 unconnected molecules or ions with the total composition C28H25O22S2 in a non-equilibrium geometry from OMol25. Energies are from the ωB97M-V functional and the def2-TZVPD basis.

Computed properties:
* largest force on an atom: 0.0426 Eh/bohr
* calculated total energy: -3533.7044 a.u.
* HOMO: -5.42 eV
* energy relative to the best compared isomer or geometry (same formula, charge and spin): 13.0 kcal/mol
* gap between HOMO and LUMO: 0.1868 Eh

The geometry in ORCA input format:
```
! wB97M-V def2-TZVPD RIJCOSX def2/J DEFGRID3
* xyz -1 1
O 0.769 -0.354 5.109
S -0.562 -0.929 5.249
O -1.560 -0.286 4.410
O -0.977 -1.020 6.615
C -0.522 -2.658 4.695
C 0.654 -2.946 3.742
C 0.549 -1.995 2.535
C 0.697 -2.686 1.154
S -0.673 -2.351 0.067
O -0.358 -2.793 -1.252
O -1.888 -2.861 0.606
O -0.807 -0.751 0.003
H -1.471 -2.877 4.212
H -0.390 -3.275 5.572
H 0.707 -4.005 3.482
H 1.564 -2.715 4.290
H 1.301 -1.216 2.611
H -0.422 -1.498 2.559
H 1.557 -2.250 0.648
H 0.763 -3.768 1.205
H -0.027 -0.360 0.423
C -6.209 -0.252 -3.126
C -4.921 -0.115 -3.468
C -3.808 -0.579 -2.567
O -2.666 -0.430 -2.960
C -4.156 -1.166 -1.284
C -5.445 -1.299 -0.943
C -6.557 -0.860 -1.853
O -7.707 -1.029 -1.484
O -5.832 -1.826 0.215
O -4.527 0.433 -4.611
H -7.017 0.076 -3.765
H -3.348 -1.480 -0.636
H -6.807 -1.805 0.207
H -3.548 0.394 -4.606
C 3.663 -4.582 6.622
C 4.825 -4.694 7.274
C 5.132 -3.878 8.499
O 6.210 -4.057 9.044
C 4.143 -2.926 8.959
C 2.973 -2.802 8.307
C 2.656 -3.643 7.101
O 1.571 -3.487 6.590
O 2.039 -1.944 8.674
O 5.792 -5.531 6.895
H 3.430 -5.167 5.744
H 4.386 -2.332 9.828
H 1.290 -2.021 8.039
H 6.512 -5.407 7.542
C 0.711 2.601 -7.496
C 0.011 1.594 -6.962
C -1.395 1.785 -6.477
O -1.978 0.822 -6.015
C -1.987 3.109 -6.574
C -1.282 4.115 -7.105
C 0.118 3.917 -7.614
O 0.691 4.878 -8.097
O -1.760 5.350 -7.220
O 0.512 0.371 -6.823
H 1.725 2.476 -7.846
H -2.996 3.237 -6.204
H -1.048 5.873 -7.636
H -0.190 -0.168 -6.414
C 2.731 4.744 -3.943
C 3.121 5.542 -2.941
C 2.409 5.558 -1.617
O 2.835 6.299 -0.752
C 1.254 4.694 -1.445
C 0.861 3.896 -2.448
C 1.590 3.864 -3.764
O 1.190 3.105 -4.629
O -0.186 3.087 -2.346
O 4.154 6.371 -3.040
H 3.236 4.724 -4.899
H 0.741 4.724 -0.495
H -0.258 2.613 -3.196
H 4.216 6.823 -2.177
*
```

Here is a molecular structure, C28H26AuN3O8 from OMol25. Energies are from the ωB97M-V functional and the def2-TZVPD basis.

Computed properties:
* largest force on an atom: 0.0114 Eh/bohr
* calculated total energy: -1984.4351 a.u.
* HOMO: -8.04 eV
* energy relative to the best compared isomer or geometry (same formula, charge and spin): 0.0 kcal/mol
* gap between HOMO and LUMO: 0.2779 Eh

The geometry in ORCA input format:
```
! wB97M-V def2-TZVPD RIJCOSX def2/J DEFGRID3
* xyz 0 1
Au 0.344 0.227 0.666
O 1.271 -2.383 -2.903
C 0.665 -3.468 -2.385
C 0.733 -4.637 -3.146
C 0.148 -5.800 -2.699
C -0.528 -5.831 -1.479
C -0.602 -4.682 -0.725
C -0.016 -3.484 -1.156
C -0.136 -2.289 -0.305
O 0.470 -1.187 -0.730
N -0.846 -2.338 0.778
N -0.770 -1.153 1.483
C -1.207 -1.088 2.686
C -1.105 0.054 3.552
C -1.621 -0.108 4.852
C -1.531 0.882 5.798
C -0.890 2.077 5.457
C -0.369 2.267 4.199
C -0.479 1.278 3.207
O -0.043 1.611 2.004
H 1.206 -1.654 -2.261
H 1.263 -4.594 -4.087
H 0.222 -6.698 -3.300
H -0.987 -6.744 -1.127
H -1.119 -4.678 0.224
H -1.638 -2.003 3.080
H -2.096 -1.050 5.100
H -1.936 0.735 6.789
H -0.795 2.866 6.192
H 0.127 3.188 3.927
O -2.480 0.194 -0.212
C -2.868 0.293 -1.357
C -2.886 1.598 -2.107
C -4.385 1.983 -2.245
C -5.321 1.402 -1.160
C -5.825 -0.032 -1.413
C -4.766 -1.129 -1.261
N -3.546 -0.743 -1.985
H -2.423 1.503 -3.092
H -2.330 2.333 -1.529
H -4.755 1.664 -3.224
H -4.459 3.070 -2.233
H -6.198 2.050 -1.097
H -4.833 1.458 -0.183
H -6.233 -0.077 -2.430
H -6.657 -0.246 -0.738
H -5.130 -2.080 -1.648
H -4.486 -1.277 -0.219
H -3.755 -0.528 -2.952
O 1.845 1.365 0.018
C 2.982 0.935 0.522
O 3.076 -0.027 1.264
C 4.173 1.739 0.102
C 4.036 2.939 -0.579
C 5.152 3.696 -0.945
C 6.380 3.188 -0.603
O 7.612 3.731 -0.839
C 8.563 2.798 -0.322
O 7.847 1.730 0.289
C 6.518 1.988 0.075
C 5.437 1.238 0.448
H 3.044 3.286 -0.827
H 5.059 4.635 -1.471
H 9.183 3.296 0.426
H 9.170 2.410 -1.143
H 5.527 0.305 0.984
*
```

Here is a molecular structure, C28H26B3F4KN6O8 in a non-equilibrium geometry from OMol25. Energies are from the ωB97M-V functional and the def2-TZVPD basis.

Computed properties:
* largest force on an atom: 0.0393 Eh/bohr
* calculated total energy: -3087.3875 a.u.
* HOMO: -1.51 eV
* energy relative to the best compared isomer or geometry (same formula, charge and spin): 80.9 kcal/mol
* gap between HOMO and LUMO: 0.2067 Eh

The geometry in ORCA input format:
```
! wB97M-V def2-TZVPD RIJCOSX def2/J DEFGRID3
* xyz -2 1
K -0.484 -0.025 -0.115
C -0.227 2.802 -3.979
C 0.099 2.152 -2.658
N -0.533 2.386 -1.569
O -1.482 3.322 -1.632
B -2.187 3.706 -0.375
F -3.184 2.760 -0.084
F -2.796 4.935 -0.673
O -1.367 3.916 0.849
N -0.167 3.309 0.875
C 0.380 3.199 2.025
C -0.288 3.637 3.302
C 1.717 2.551 2.093
N 2.543 2.849 1.173
O 3.753 2.134 1.345
B 4.548 2.001 0.265
F 5.716 1.338 0.448
F 4.505 2.747 -0.852
O 2.796 0.059 -1.380
N 1.560 0.786 -1.444
C 1.257 1.242 -2.590
C 2.027 0.966 -3.845
C 1.965 1.598 3.218
H -1.111 3.418 -3.838
H -0.435 2.042 -4.734
H 0.594 3.435 -4.323
H -1.091 4.324 3.043
H 0.418 4.127 3.975
H -0.733 2.777 3.810
H 2.913 0.384 -3.611
H 2.323 1.899 -4.322
H 1.391 0.394 -4.521
H 1.590 2.006 4.156
H 3.022 1.355 3.304
H 1.411 0.678 3.001
O -0.380 -1.235 -2.144
C -1.456 -1.341 -2.807
C -1.442 -1.340 -4.241
C -2.583 -1.385 -5.008
C -3.841 -1.429 -4.406
C -3.902 -1.433 -3.023
C -2.770 -1.422 -2.208
C -2.980 -1.330 -0.769
N -2.173 -1.715 0.140
N -2.577 -1.465 1.430
C -1.673 -1.026 2.272
O -0.451 -0.755 2.056
C -2.221 -0.783 3.656
C -3.581 -0.859 3.954
C -4.042 -0.563 5.227
C -3.157 -0.177 6.226
C -1.799 -0.113 5.945
C -1.341 -0.419 4.672
H -0.466 -1.302 -4.718
H -2.507 -1.371 -6.092
H -4.745 -1.451 -5.005
H -4.875 -1.466 -2.539
H -3.925 -0.856 -0.468
H -4.259 -1.141 3.161
H -5.103 -0.616 5.444
H -3.527 0.071 7.215
H -1.105 0.183 6.724
H -0.285 -0.384 4.436
O 2.607 -2.264 -2.110
B 2.814 -1.279 -1.149
O 3.271 -1.840 0.040
C 3.334 -3.181 -0.191
C 3.753 -4.190 0.645
C 3.739 -5.485 0.131
C 3.323 -5.743 -1.169
C 2.911 -4.716 -2.016
C 2.920 -3.440 -1.500
H 4.076 -3.978 1.655
H 4.069 -6.303 0.760
H 3.322 -6.763 -1.533
H 2.581 -4.903 -3.029
*
```

Here is a molecular structure, C28H26CeClF2N6O4 in a non-equilibrium geometry from OMol25. Energies are from the ωB97M-V functional and the def2-TZVPD basis.

Computed properties:
* largest force on an atom: 0.0233 Eh/bohr
* calculated total energy: -2847.0826 a.u.
* HOMO (alpha / beta): -11.51 / -11.50 eV
* energy relative to the best compared isomer or geometry (same formula, charge and spin): 0.0 kcal/mol
* gap between HOMO and LUMO (alpha / beta): 0.3023 / 0.2465 Eh

The geometry in ORCA input format:
```
! wB97M-V def2-TZVPD RIJCOSX def2/J DEFGRID3
* xyz 1 1
Ce -0.005 -0.010 0.186
N -1.499 -2.277 0.196
C -1.464 -2.607 -1.252
C -1.470 -1.303 -2.048
O -2.503 -0.927 -2.576
N -0.251 -0.671 -2.069
C -0.170 0.503 -2.950
C 0.094 1.812 -2.219
O 0.643 2.722 -2.787
O -0.291 1.846 -0.946
H -1.336 -3.110 0.749
H -2.429 -1.941 0.425
H -2.314 -3.200 -1.581
H -0.542 -3.147 -1.457
H -1.101 0.623 -3.507
H 0.638 0.374 -3.667
F -0.256 -0.203 5.961
C 0.162 -0.864 4.875
C 0.167 -0.206 3.657
C 0.600 -0.853 2.515
C 1.073 -2.178 2.611
C 1.005 -2.804 3.854
F 1.376 -4.087 3.997
C 0.561 -2.174 5.000
C 1.665 -2.817 1.407
C 2.295 -4.060 1.376
C 2.872 -4.509 0.200
C 2.822 -3.721 -0.937
C 2.175 -2.509 -0.840
N 1.611 -2.068 0.289
H -0.167 0.821 3.644
H 0.539 -2.692 5.948
H 2.348 -4.676 2.255
H 3.365 -5.472 0.181
H 3.265 -4.033 -1.872
H 2.081 -1.854 -1.697
C -3.436 1.788 -1.047
C -2.892 1.449 0.301
O -2.316 0.354 0.561
N -3.062 2.340 1.266
C -2.430 2.200 2.575
C -1.093 2.901 2.601
C -0.933 4.071 3.324
C 0.288 4.728 3.289
C 1.302 4.193 2.519
C 1.059 3.018 1.830
N -0.105 2.363 1.868
H -3.495 0.895 -1.663
H -2.745 2.488 -1.522
H -4.412 2.265 -0.960
H -3.402 3.251 0.999
H -2.304 1.139 2.767
H -3.094 2.609 3.332
H -1.758 4.461 3.906
H 0.438 5.643 3.848
H 2.268 4.674 2.446
H 1.834 2.583 1.217
Cl 5.033 3.199 -2.207
C 4.491 2.082 -1.016
C 5.363 1.567 -0.075
C 4.863 0.680 0.864
C 3.526 0.339 0.816
N 2.681 0.834 -0.100
C 3.158 1.700 -1.003
H 6.406 1.859 -0.079
H 5.505 0.256 1.624
H 3.102 -0.348 1.537
H 2.475 2.123 -1.728
*
```